{"formula": "C42H102N2O10", "method": "the ωB97M-V functional and the def2-TZVPD basis", "e_tot_ev": -68660.5791, "e_above_lowest_ev": 1.397, "orbital_gap_ev": 8.858, "charge": 0, "lumo_ev": 0.50, "fmax_ha_per_bohr": 0.0429, "smiles": "CC1(C)CCCC(C)(C)N1O.CC1(C)CCCC(C)(C)N1O.CC(C)O.CC(C)O.CC(C)O.CC(C)O.CC(C)O.CC(C)O.CC(C)O.CC(C)O", "elements": ["C", "C", "C", "C", "C", "C", "C", "C", "C", "N", "O", "H", "H", "H", "H", "H", "H", "H", "H", "H", "H", "H", "H", "H", "H", "H", "H", "H", "H", "H", "C", "C", "C", "C", "C", "C", "C", "C", "C", "N", "O", "H", "H", "H", "H", "H", "H", "H", "H", "H", "H", "H", "H", "H", "H", "H", "H", "H", "H", "H", "C", "C", "C", "O", "H", "H", "H", "H", "H", "H", "H", "H", "C", "C", "C", "O", "H", "H", "H", "H", "H", "H", "H", "H", "C", "C", "C", "O", "H", "H", "H", "H", "H", "H", "H", "H", "C", "C", "C", "O", "H", "H", "H", "H", "H", "H", "H", "H", "C", "C", "C", "O", "H", "H", "H", "H", "H", "H", "H", "H", "C", "C", "C", "O", "H", "H", "H", "H", "H", "H", "H", "H", "C", "C", "C", "O", "H", "H", "H", "H", "H", "H", "H", "H", "C", "C", "C", "O", "H", "H", "H", "H", "H", "H", "H", "H"], "positions_angstrom": [[1.045, -7.120, -2.537], [0.162, -6.074, -3.211], [1.034, -5.147, -4.078], [-0.782, -6.893, -4.131], [-1.951, -6.063, -4.621], [-2.748, -5.525, -3.446], [-1.891, -4.705, -2.451], [-1.749, -3.291, -2.983], [-2.660, -4.678, -1.120], [-0.655, -5.446, -2.193], [0.207, -4.598, -1.406], [1.763, -7.535, -3.246], [1.636, -6.673, -1.732], [0.469, -7.940, -2.110], [1.523, -4.496, -3.352], [1.727, -5.713, -4.704], [0.484, -4.614, -4.855], [-0.251, -7.315, -4.984], [-1.185, -7.704, -3.515], [-1.567, -5.240, -5.231], [-2.642, -6.653, -5.228], [-3.157, -6.353, -2.863], [-3.521, -4.865, -3.841], [-2.703, -2.890, -3.327], [-1.141, -3.319, -3.894], [-1.253, -2.583, -2.327], [-2.600, -5.603, -0.553], [-3.708, -4.435, -1.309], [-2.234, -3.857, -0.533], [0.189, -5.045, -0.552], [3.875, 1.579, 1.891], [3.537, 2.835, 2.680], [4.614, 3.905, 2.467], [2.173, 3.347, 2.190], [1.573, 4.359, 3.157], [1.491, 3.770, 4.554], [2.860, 3.369, 5.079], [3.705, 4.614, 5.419], [2.672, 2.591, 6.381], [3.415, 2.442, 4.098], [4.684, 1.946, 4.542], [2.984, 0.953, 1.959], [4.073, 1.783, 0.837], [4.746, 1.042, 2.260], [4.278, 4.852, 2.882], [5.529, 3.628, 2.989], [4.828, 4.024, 1.405], [2.430, 3.907, 1.282], [1.484, 2.535, 1.966], [2.054, 5.339, 3.075], [0.570, 4.652, 2.825], [0.772, 2.952, 4.533], [1.120, 4.574, 5.201], [4.771, 4.413, 5.361], [3.446, 4.978, 6.415], [3.447, 5.440, 4.754], [1.971, 3.066, 7.066], [3.629, 2.426, 6.878], [2.285, 1.591, 6.154], [4.477, 1.019, 4.679], [1.292, -0.139, -0.094], [-0.178, 0.304, -0.054], [-0.451, 1.397, -1.074], [-0.980, -0.857, -0.316], [1.529, -0.556, 0.895], [2.003, 0.670, -0.251], [1.478, -1.000, -0.739], [-0.383, 0.611, 0.966], [0.292, 1.427, -1.879], [-0.374, 2.365, -0.571], [-1.404, 1.343, -1.601], [-0.760, -1.233, -1.171], [-0.219, 5.100, -1.237], [0.284, 6.520, -1.207], [0.058, 7.131, 0.167], [1.657, 6.531, -1.551], [-1.224, 4.958, -0.835], [0.427, 4.510, -0.571], [-0.184, 4.594, -2.202], [-0.334, 7.120, -1.896], [-0.999, 7.203, 0.436], [0.447, 8.147, 0.295], [0.566, 6.536, 0.936], [1.994, 7.404, -1.327], [0.874, -1.690, -4.928], [0.401, -0.266, -5.179], [-1.095, -0.096, -5.115], [1.062, 0.594, -4.234], [0.222, -2.423, -5.406], [0.894, -1.975, -3.876], [1.863, -1.796, -5.376], [0.784, 0.034, -6.161], [-1.484, -0.286, -4.110], [-1.621, -0.793, -5.768], [-1.371, 0.925, -5.393], [0.465, 1.316, -4.017], [4.160, 0.286, -2.679], [5.359, -0.241, -3.422], [4.986, -0.695, -4.827], [6.305, 0.853, -3.497], [3.345, -0.421, -2.864], [3.798, 1.208, -3.140], [4.321, 0.479, -1.621], [5.882, -1.045, -2.891], [5.877, -0.844, -5.439], [4.334, 0.051, -5.285], [4.444, -1.643, -4.792], [7.033, 0.589, -4.068], [-3.720, 3.170, 2.026], [-2.411, 3.857, 2.275], [-2.485, 4.634, 3.601], [-1.331, 2.904, 2.393], [-3.769, 2.515, 1.157], [-4.465, 3.964, 1.864], [-4.093, 2.652, 2.912], [-2.092, 4.607, 1.552], [-2.634, 3.967, 4.456], [-3.334, 5.324, 3.621], [-1.574, 5.220, 3.725], [-1.472, 2.520, 3.269], [-0.731, -4.244, 3.819], [-0.264, -4.694, 2.446], [1.016, -3.962, 2.030], [-0.115, -6.113, 2.350], [-1.343, -4.960, 4.369], [-1.390, -3.373, 3.742], [0.124, -3.970, 4.442], [-0.991, -4.396, 1.685], [1.785, -4.050, 2.802], [0.750, -2.916, 1.870], [1.402, -4.373, 1.097], [0.680, -6.312, 2.858], [-4.380, 0.132, -0.784], [-5.252, 0.437, -1.984], [-6.501, -0.424, -2.058], [-5.630, 1.810, -2.010], [-4.138, -0.919, -0.635], [-4.896, 0.506, 0.111], [-3.420, 0.643, -0.859], [-4.634, 0.273, -2.874], [-6.253, -1.468, -1.834], [-6.893, -0.451, -3.076], [-7.263, -0.078, -1.364], [-5.533, 2.162, -1.120], [-4.056, -0.419, 3.816], [-2.601, -0.238, 4.268], [-1.597, -0.328, 3.150], [-2.443, 1.032, 4.919], [-4.362, 0.404, 3.173], [-4.669, -0.501, 4.716], [-4.162, -1.367, 3.286], [-2.410, -1.035, 5.001], [-1.643, 0.614, 2.599], [-1.780, -1.099, 2.400], [-0.593, -0.518, 3.532], [-3.138, 1.092, 5.582]], "atomic_forces_ev_per_a": [[0.68, 0.29, 0.46], [-0.23, -1.29, -1.77], [-0.30, -0.08, 0.21], [-0.57, 0.29, 0.46], [-0.10, 0.07, 0.05], [0.84, 0.18, 0.13], [-0.92, -0.70, 0.08], [0.67, 0.12, -1.20], [0.20, 1.01, -0.06], [0.34, 0.46, 0.51], [-0.32, -0.24, 0.02], [-0.11, -0.03, -0.09], [-0.02, -0.01, -0.06], [-0.15, 0.09, 0.00], [0.34, 0.30, -0.62], [0.35, -0.20, 0.57], [-0.31, 0.42, 0.51], [0.29, -0.07, 0.17], [0.05, -0.15, -0.19], [-0.20, 0.01, -0.11], [0.23, -0.03, -0.21], [-0.31, -0.05, -0.27], [-0.34, -0.17, 0.33], [-0.15, 0.04, 0.42], [0.02, 0.01, 0.09], [-0.10, -0.17, 0.27], [0.09, -0.15, -0.17], [-0.02, 0.01, 0.04], [-0.17, -0.17, 0.28], [0.09, 0.08, 0.14], [-0.28, -0.28, -0.11], [0.33, 0.15, 0.15], [-0.06, 0.00, 0.21], [0.78, 1.10, -0.06], [-0.86, 0.12, -0.60], [-0.01, 1.39, -0.24], [-0.01, -0.16, 0.68], [-0.43, 0.33, -0.34], [0.14, -0.88, -0.08], [-0.11, -0.53, -0.41], [-0.23, 0.29, 0.10], [0.26, -0.35, -0.08], [-0.16, 0.22, 0.01], [0.00, 0.08, 0.18], [0.08, 0.16, -0.17], [0.05, -0.07, -0.09], [0.00, 0.05, 0.00], [-0.39, -0.39, -0.31], [-0.07, -0.03, 0.08], [0.63, -0.28, 0.43], [-0.09, -0.51, -0.02], [0.14, -0.20, 0.21], [-0.19, -0.32, 0.24], [0.03, -0.04, 0.08], [0.12, -0.20, 0.10], [0.27, -0.01, -0.11], [0.09, 0.23, -0.04], [-0.04, 0.20, 0.10], [-0.14, 0.11, -0.03], [0.19, -0.12, 0.11], [0.14, -0.37, 1.33], [0.79, -1.01, -1.40], [0.33, 0.88, -0.17], [-0.62, 0.05, 0.79], [0.06, 0.12, -0.02], [-0.07, 0.01, -0.29], [-0.14, 0.39, -0.58], [-0.46, 0.16, -0.12], [0.14, -0.27, 0.26], [-0.17, 0.03, -0.11], [-0.27, -0.16, 0.47], [0.29, 0.19, -0.07], [0.51, -1.08, 0.52], [-1.07, 0.57, 0.18], [0.23, 0.04, 0.86], [-0.11, -0.02, -0.10], [-0.11, 0.43, -0.10], [-0.01, 0.07, -0.08], [0.09, 0.36, -0.18], [0.40, -0.04, -0.29], [-0.02, -0.21, -0.17], [0.10, -0.02, -0.43], [-0.12, -0.09, -0.09], [0.12, -0.01, -0.09], [0.04, -0.13, -0.32], [0.42, 0.01, 0.19], [-0.40, 0.07, 0.18], [-0.14, -0.22, 0.07], [-0.01, 0.18, -0.23], [0.11, 0.30, 0.10], [0.10, -0.20, 0.30], [-0.32, -0.06, -0.15], [0.19, 0.02, 0.07], [0.12, 0.08, -0.18], [-0.09, -0.05, -0.04], [0.05, 0.07, -0.06], [-0.60, -0.28, -0.45], [0.91, 0.72, -0.32], [-0.16, -0.12, 0.26], [-0.23, -0.02, 0.02], [-0.04, -0.01, 0.56], [0.28, 0.06, -0.06], [0.07, -0.21, 0.06], [-0.37, -0.17, 0.11], [-0.01, 0.03, -0.05], [0.10, 0.02, -0.12], [0.00, 0.02, 0.00], [0.02, -0.04, 0.01], [-1.16, 0.78, -0.47], [0.86, -0.03, 1.55], [-0.28, 0.22, -0.16], [-0.42, 0.35, -0.10], [0.34, -0.09, 0.02], [0.00, -0.14, -0.14], [0.38, -0.21, 0.02], [-0.25, -0.41, -0.61], [0.21, -0.12, -0.09], [0.06, 0.03, -0.17], [0.03, -0.08, 0.20], [0.21, -0.24, -0.01], [-0.38, 0.44, 0.38], [0.15, 0.25, -0.52], [-0.42, -0.19, 0.20], [0.18, 0.33, 0.09], [0.20, -0.38, -0.29], [0.31, 0.18, -0.10], [-0.07, -0.03, 0.09], [-0.30, -0.43, 0.14], [0.04, 0.10, -0.04], [0.29, 0.08, 0.04], [0.05, 0.06, -0.03], [-0.05, -0.28, -0.04], [0.06, 0.46, 0.42], [0.15, -0.34, -0.15], [0.31, -0.65, -0.30], [0.19, 0.22, -0.03], [-0.22, -0.09, -0.15], [0.10, -0.21, 0.09], [-0.06, 0.11, 0.03], [-0.18, -0.01, -0.12], [-0.03, 0.09, 0.15], [-0.22, 0.32, 0.08], [-0.03, 0.03, 0.02], [-0.04, 0.04, -0.01], [0.62, -0.23, 0.25], [-0.65, -0.75, 0.14], [0.20, 0.29, -0.37], [0.15, -0.06, -0.24], [-0.15, -0.02, 0.04], [-0.28, 0.27, -0.16], [-0.01, 0.06, -0.10], [0.13, 0.09, 0.00], [0.26, -0.08, 0.03], [-0.36, -0.17, 0.25], [0.06, 0.33, 0.02], [0.05, 0.11, 0.08]]}